Formula: C29H33BN10Rh
Source: the OMol25 dataset
Level of theory: wB97M-V/def2-TZVPD

Last column: Löwdin spin population.
Element x y z (Å)
Rh  -1.5024  -0.4202  -0.8660  2.227
N  -2.1399  -3.6441  1.7965  0.016
N  -2.0976  0.7772  -2.5123  0.111
N  -1.2790  1.8905  -2.7388  0.016
N  0.7408  0.3006  -2.4628  0.020
N  0.0478  -0.7414  -2.0013  0.128
N  -0.3631  -2.9119  0.4650  0.016
N  -0.5402  2.4487  -0.1730  0.030
N  -2.2995  -1.7453  0.4110  0.139
N  -1.4644  1.4063  0.0277  0.121
N  0.6388  2.2726  -0.9231  0.139
C  3.0016  2.5856  -0.6693  0.018
C  -0.0369  -5.0400  1.7457  0.001
C  1.6835  -0.5116  3.3489  0.006
C  -3.3925  2.3902  -3.4303  0.007
C  4.1496  4.2575  -2.0461  -0.009
C  1.8575  -0.1589  -3.1517  0.006
C  -1.1901  -4.4563  2.6020  0.002
C  1.7942  -1.5381  -3.2235  0.005
C  4.1766  2.4520  0.1009  0.099
C  1.1859  1.6134  2.2616  0.014
C  1.1853  0.7976  3.4092  -0.001
C  3.0300  3.5064  -1.7562  0.088
C  2.3262  -0.9452  2.1685  0.002
C  -3.6813  -1.6373  0.6650  0.029
C  -1.6221  -2.7779  0.8752  0.033
C  5.2871  4.1481  -1.2460  0.105
C  -4.4217  -2.8296  1.2405  0.007
C  -0.8235  3.5068  0.6245  0.018
C  -3.5393  -3.5731  2.2266  0.001
C  -2.0798  2.8467  -3.2672  0.004
C  -1.9795  3.1733  1.3728  0.006
C  1.7490  2.0243  -0.1936  0.400
C  -2.3302  1.8760  0.9937  0.024
C  5.3047  3.2285  -0.2026  -0.012
C  -3.3247  1.0758  -2.9021  0.015
C  1.7270  1.1496  1.0406  0.047
C  0.6015  -3.9420  0.8484  0.001
C  0.6289  -1.8732  -2.4596  0.021
C  2.3371  -0.1093  1.0560  0.021
B  0.2848  1.8218  -2.4203  0.023
H  -3.5763  -2.9800  3.1784  0.000
H  6.1837  4.7198  -1.4561  0.006
H  4.1631  1.7486  0.9328  0.005
H  -3.9128  -4.6013  2.4293  0.000
H  -4.0918  0.3412  -2.7684  0.001
H  -4.7918  -3.5477  0.5075  0.000
H  1.5965  -1.1733  4.2116  0.000
H  2.4963  0.6074  -3.4964  0.001
H  -1.6881  3.8221  -3.5139  0.001
H  4.1147  5.0178  -2.8147  -0.003
H  -0.5000  -5.8685  1.1365  0.000
H  0.3035  -2.8222  -2.2143  0.002
H  -3.7904  -0.8700  1.4980  0.001
H  -0.2802  4.4423  0.5037  0.001
H  -2.5192  3.8505  2.0486  0.001
H  0.7013  -5.4845  2.4763  0.000
H  0.6647  1.1735  4.3201  0.000
H  -4.1423  3.0035  -3.9141  0.001
H  2.1039  3.6330  -2.2725  0.007
H  0.8746  2.5612  -3.1819  0.001
H  0.7267  2.6298  2.3701  0.000
H  -0.0629  -2.1670  -0.1617  0.013
H  1.4364  -3.4471  1.3990  0.000
H  1.0490  -4.4103  -0.0510  0.000
H  2.5308  -2.1636  -3.7262  0.001
H  6.1584  3.1646  0.4984  -0.003
H  2.7995  -0.4234  0.1032  0.001
H  -3.1400  1.2740  1.3421  0.002
H  -5.2687  -2.3750  1.7441  0.000
H  2.8608  -1.9361  2.1518  0.000
H  -4.1483  -1.3019  -0.2972  0.010
H  -1.7506  -5.2898  2.9980  0.000
H  -0.7311  -3.8225  3.3838  0.001

Output
Expectation value of S²: 6.0341
E_LUMO (spin up / spin down) in eV: -1.88 / -3.89
HOMO energy (spin up / spin down) in eV: -8.64 / -10.93
Molecular weight in Da: 635.4
Total energy in Ha: -1807.54329
2S+1: 5
Strongest force on any atom in eV/A: 4.34
Total charge: +1
HOMO-LUMO gap (spin up / spin down) in eV: 6.758 / 7.045


Formula: C4H2N2O4S2
Source: the OMol25 dataset
Level of theory: wB97M-V/def2-TZVPD

Last column: natural (NBO) charge in e.
Element x y z (Å)
S  -2.8239  -0.6736  -0.0291  0.268
S  1.8118  -1.3779  -0.2734  1.637
O  1.6201  -2.1860  0.9499  -1.087
O  2.2686  1.6282  -1.0927  -0.744
O  2.0586  2.0603  1.1078  -0.748
O  0.9892  -1.9708  -1.3120  -1.070
N  0.9462  0.1353  0.1712  -0.748
N  -1.1136  1.2457  0.2485  -0.434
C  -2.3461  0.9542  0.1635  -0.181
C  1.8815  1.4946  0.0439  0.931
C  -0.3932  0.1136  0.0766  0.311
C  -1.1371  -1.0681  -0.1426  -0.587
H  -0.7712  -2.1156  -0.2277  0.283
H  -2.9908  1.7601  0.3161  0.169

Output
E_LUMO in eV: 4.98
HOMO energy in eV: 0.25
Molecular weight in Da: 206.2
Total energy in Ha: -1360.47168
2S+1: 1
ΔE to the lowest compared entry with this formula, charge and spin in kcal/mol: 0.0
Strongest force on any atom in eV/A: 2.75
Total charge: -2
HOMO-LUMO gap in eV: 4.734


Formula: C16H32N3O2
Source: the OMol25 dataset
Level of theory: wB97M-V/def2-TZVPD

Last column: natural (NBO) charge in e.
Element x y z (Å)
O  1.9516  -1.1479  1.3969  -0.306
O  -2.7730  2.4946  1.4285  -0.538
N  1.3997  -1.3705  0.1791  -0.046
N  1.2096  -1.7969  -1.8848  -0.116
N  -0.0522  -1.5400  -1.4296  -0.231
C  0.0658  -1.2831  -0.1607  0.381
C  -1.2485  3.8945  0.1929  -0.631
C  -3.1564  1.8981  2.6576  -0.053
C  -0.8864  -1.9736  -4.3309  -0.617
C  1.8882  0.2558  1.7400  -0.077
C  -1.1498  -0.9332  0.6427  -0.471
C  1.5284  -3.6435  -3.4888  -0.622
C  2.0689  -1.6974  -0.9271  0.246
C  -1.1462  -1.2960  2.1440  -0.408
C  1.4782  -2.1251  -3.2941  -0.037
C  0.5479  -1.4263  -4.2641  -0.411
C  3.0393  2.4399  1.5831  -0.599
C  -1.4484  2.9598  1.3803  -0.052
C  -1.6372  -0.1288  3.0101  -0.399
C  2.6583  1.1638  0.7962  -0.451
C  -3.0370  0.3669  2.6330  -0.440
H  1.2696  -3.8901  -4.5083  0.242
H  0.9956  -1.5777  -5.2411  0.230
H  -2.5508  2.2774  3.4795  0.165
H  2.4825  -1.7607  -3.4907  0.220
H  -1.5025  -1.4214  -3.6333  0.223
H  0.8610  0.5850  1.8415  0.189
H  -2.0904  3.8450  -0.4875  0.236
H  3.9941  2.2998  2.0760  0.223
H  2.4955  -4.0403  -3.2118  0.225
H  -0.9251  0.6876  3.0460  0.191
H  1.9848  1.4778  0.0007  0.205
H  -1.6871  -0.5169  4.0252  0.223
H  -4.1918  2.1599  2.8377  0.197
H  -0.1752  -1.6104  2.5113  0.218
H  -1.1529  3.4658  2.2999  0.171
H  -3.3373  0.0645  1.6316  0.206
H  -0.9582  -3.0149  -4.0386  0.208
H  -0.3662  3.5849  -0.3600  0.196
H  -3.7858  -0.0342  3.3065  0.223
H  0.5077  -0.3511  -4.1127  0.223
H  2.3084  2.5724  2.3786  0.204
H  3.5614  0.6900  0.4280  0.216
H  -1.9462  -1.4953  0.1745  0.265
H  3.0101  3.3230  0.9613  0.230
H  -1.8202  -2.1262  2.3144  0.224
H  0.7466  -4.0897  -2.8813  0.223
H  -1.3733  0.1143  0.4533  0.256
H  2.3406  0.3092  2.7220  0.219
H  -0.7385  2.1315  1.2658  0.122
H  3.1298  -1.8193  -0.9906  0.258
H  -1.0689  4.9128  0.5155  0.221
H  -1.3180  -1.8634  -5.3179  0.228

Output
E_LUMO in eV: -2.68
HOMO energy in eV: -12.09
Molecular weight in Da: 298.5
Total energy in Ha: -943.27522
2S+1: 1
Strongest force on any atom in eV/A: 1.22
Total charge: +1
HOMO-LUMO gap in eV: 9.413


Formula: C6H12N2
Source: the OMol25 dataset
Level of theory: wB97M-V/def2-TZVPD

Last column: natural (NBO) charge in e.
Element x y z (Å)
N  -1.1823  0.4292  0.4305  -0.292
N  -0.5976  1.7190  0.2995  -0.468
C  1.0846  0.1390  0.4459  -0.289
C  -0.2136  -0.5540  0.2738  0.187
C  -2.5579  0.1197  -0.2553  -0.423
C  0.7481  1.4286  -0.1682  -0.207
C  -0.3986  -1.7984  -0.0974  -0.542
C  2.3103  -0.6046  -0.1348  -0.616
H  -3.1230  0.9805  -0.0287  0.217
H  2.0597  -0.6970  -1.1728  0.208
H  -0.7540  2.2230  1.1687  0.357
H  2.4422  -1.7235  0.0327  0.226
H  -2.4377  -0.3209  -1.2704  0.207
H  1.2805  0.3222  1.5282  0.208
H  1.4520  2.3405  0.1714  0.202
H  0.5889  1.2979  -1.1907  0.196
H  -1.3634  -2.2508  -0.1472  0.208
H  0.5122  -2.3790  -0.2865  0.205
H  -3.0782  -0.6682  0.4184  0.199
H  3.2277  -0.0033  -0.0171  0.218

Output
E_LUMO in eV: 1.06
HOMO energy in eV: -7.62
Molecular weight in Da: 112.2
Total energy in Ha: -345.22614
2S+1: 1
ΔE to the lowest compared entry with this formula, charge and spin in kcal/mol: 63.8
Strongest force on any atom in eV/A: 4.58
Total charge: 0
HOMO-LUMO gap in eV: 8.681


Formula: C18H28BF4NO12
Source: the OMol25 dataset
Level of theory: wB97M-V/def2-TZVPD

Last column: natural (NBO) charge in e.
Element x y z (Å)
F  1.7857  -0.0061  -4.7692  -0.324
F  -5.8638  3.3594  -0.2320  -0.321
F  4.0532  -8.6588  4.1532  -0.323
F  -1.9447  9.8992  -3.9503  -0.322
O  -3.2705  5.5711  -0.0178  -0.477
O  4.0672  -7.3974  0.9797  -0.471
O  -3.7737  7.6675  -2.1236  -0.483
O  4.1403  -6.6738  3.1201  -0.477
O  0.3240  -1.6325  -4.2858  -0.479
O  -3.6400  3.3923  -0.4939  -0.479
O  4.4357  -5.1829  1.4173  -0.567
O  -0.4924  -3.5236  -3.3027  -0.561
O  -5.8888  8.2160  -2.7994  -0.564
O  1.2944  -2.4169  -2.4008  -0.475
O  -1.5545  4.2713  -0.7903  -0.573
O  -4.0885  9.4282  -3.5061  -0.476
N  0.1165  -0.7577  2.4542  -0.950
C  4.2342  -6.3210  1.8074  0.965
C  2.0761  -1.3326  -2.8605  -0.133
C  0.3081  -2.6036  -3.3302  0.958
C  -2.7229  4.3997  -0.4646  0.962
C  -4.6862  8.4195  -2.8117  0.958
C  -1.2861  0.9786  1.0449  -0.645
C  -2.4976  8.1412  -2.5044  -0.133
C  2.9007  -2.3785  2.3318  -0.413
C  1.4774  -3.2024  2.4329  -0.572
C  3.9925  -8.5353  1.8148  -0.132
C  -0.6150  -0.5287  1.1500  -0.215
C  -2.7914  9.5284  -2.9637  0.440
C  -4.7182  3.8550  0.2873  0.442
C  1.1541  -4.1587  1.1320  -0.638
C  -4.6570  5.3353  0.1237  -0.136
C  3.2005  -1.7149  0.8602  -0.643
C  3.5510  -7.9543  3.1145  0.440
C  1.1279  -0.6053  -3.7514  0.440
B  0.1901  -2.2234  2.8428  0.840
H  0.4965  0.1250  -3.2341  0.157
H  2.2501  -1.3039  0.3082  0.194
H  -5.1779  5.6842  -0.7742  0.221
H  3.9113  -0.7717  1.0294  0.211
H  2.9505  -1.7170  -3.3963  0.205
H  -5.0585  5.8665  0.9909  0.208
H  -2.0981  7.5064  -3.3024  0.209
H  3.0121  -1.5661  3.1966  0.209
H  2.4194  -0.7152  -2.0260  0.215
H  -1.0242  1.4258  -0.0233  0.229
H  3.2790  -9.2643  1.4213  0.211
H  3.7645  -3.1717  2.5278  0.231
H  -4.5980  3.5123  1.3205  0.154
H  -0.6567  -2.7473  3.5089  -0.119
H  4.9793  -9.0067  1.8750  0.205
H  -0.3000  -0.1964  3.2461  0.379
H  0.3331  -4.9399  1.4818  0.208
H  -2.7834  10.2771  -2.1644  0.155
H  2.1589  -4.7636  0.9186  0.227
H  -0.8409  1.7418  1.8422  0.217
H  3.7898  -2.4242  0.1247  0.220
H  1.5994  -3.9468  3.3572  0.217
H  0.7631  -3.5802  0.1881  0.226
H  -1.4733  -1.2906  0.9214  0.181
H  2.4647  -7.8601  3.2181  0.158
H  -1.8038  8.1210  -1.6596  0.216
H  -2.4760  0.9609  1.1234  0.210
H  0.1811  -0.6101  0.2717  0.183

Output
E_LUMO in eV: 0.43
HOMO energy in eV: -8.69
Molecular weight in Da: 537.2
Total energy in Ha: -2084.54924
2S+1: 1
ΔE to the lowest compared entry with this formula, charge and spin in kcal/mol: 70.4
Strongest force on any atom in eV/A: 3.34
Total charge: 0
HOMO-LUMO gap in eV: 9.116


Formula: C6H13NO
Source: the OMol25 dataset
Level of theory: wB97M-V/def2-TZVPD

Last column: natural (NBO) charge in e.
Element x y z (Å)
O  0.2016  1.6715  -0.3684  -0.811
N  -2.1162  0.1619  0.4526  -0.465
C  1.1383  -0.7194  -1.7675  -0.631
C  0.2816  0.7223  0.4780  0.448
C  -1.0101  0.5295  1.3302  -0.315
C  1.5411  0.6503  1.3404  -0.680
C  0.3884  -1.0586  -0.4987  -0.572
C  -1.8603  0.0993  -0.8332  0.100
H  1.3693  -1.6071  -2.3656  0.197
H  -1.2557  0.8640  -1.3074  0.274
H  0.5639  -0.0349  -2.3987  0.200
H  1.5435  -0.2089  2.0142  0.195
H  2.0756  -0.2054  -1.5512  0.212
H  -2.8052  -0.4727  0.8316  0.402
H  -1.2234  1.4788  1.8252  0.230
H  -0.4126  -1.7803  -0.6901  0.178
H  1.6112  1.5674  1.9317  0.217
H  1.0056  -1.5382  0.2605  0.202
H  -0.9147  -0.2590  2.0820  0.204
H  2.4185  0.6061  0.6967  0.227
H  -2.5402  -0.4666  -1.4624  0.189

Output
E_LUMO (spin up / spin down) in eV: -0.23 / -0.23
HOMO energy (spin up / spin down) in eV: -7.22 / -7.22
Molecular weight in Da: 115.2
Total energy in Ha: -366.25832
2S+1: 1
ΔE to the lowest compared entry with this formula, charge and spin in kcal/mol: 110.2
Strongest force on any atom in eV/A: 1.32
Total charge: 0
HOMO-LUMO gap (spin up / spin down) in eV: 6.995 / 6.995